1.
The following is a DFT calculation (ωB97M-V/def2-TZVPD) of a structure of composition C4H7N2P.

* spin multiplicity: 1
* orbital gap: 8.295 eV
* energy above the lowest of the compared OMol25 structures with the same formula, charge and spin: 254.1 kJ/mol
* net charge: 0
* lowest unoccupied orbital energy: 0.16 eV
* E_HOMO: -8.13 eV

Geometry (Å):
H: 0.46071 2.23333 -0.58142
H: -1.80210 -0.64222 1.28169
C: -0.80141 0.85190 0.34730
H: 2.48039 1.24877 1.39421
H: -1.28016 1.73300 0.89043
H: -0.39794 1.10627 -1.56307
C: -0.38078 -1.53334 -0.19343
H: -1.06197 -2.27817 -0.35194
P: 1.92738 -0.00649 -0.27579
H: 1.49566 -2.47228 -0.90080
C: 0.95633 -1.49084 -0.48660
C: -1.06501 -0.41420 0.48737
N: 0.05277 1.27642 -0.77568
N: 1.77216 0.40848 1.24255



2.
The following is a DFT calculation (ωB97M-V/def2-TZVPD) of the ion C4H7N2S with charge +1.

* spin multiplicity: 1
* orbital gap: 9.482 eV
* energy above the lowest of the compared OMol25 structures with the same formula, charge and spin: 186.4 kJ/mol
* net charge: +1
* lowest unoccupied orbital energy: -4.07 eV
* E_HOMO: -13.56 eV

Geometry (Å):
S: -2.72406 -0.14282 -0.06418
H: 1.82554 -1.63704 0.44013
C: -0.35336 -0.92931 0.60094
H: -0.45585 -0.96774 1.64111
H: 2.68148 0.58669 -0.34852
H: 1.27141 2.15836 -0.88968
N: -1.07239 0.20321 -0.05885
H: -1.18405 1.81446 -1.10705
H: -0.65310 -1.81133 0.15962
H: -2.52052 -1.34926 0.23955
C: -0.46208 1.20064 -0.58347
N: 0.82371 1.43526 -0.30365
C: 1.67489 0.29261 -0.06367
C: 1.14838 -0.85372 0.33771



3.
The following is a DFT calculation (ωB97M-V/def2-TZVPD) of the ion C4H7N2S with charge +1.

* spin multiplicity: 1
* orbital gap: 9.388 eV
* energy above the lowest of the compared OMol25 structures with the same formula, charge and spin: 156.5 kJ/mol
* net charge: +1
* lowest unoccupied orbital energy: -4.29 eV
* E_HOMO: -13.68 eV

Geometry (Å):
N: -1.40858 0.33062 -0.51128
H: 0.89236 -2.13223 -0.36094
H: 1.55985 -0.47068 1.75446
H: -2.38242 0.35723 -0.66768
H: 0.51338 1.54556 1.59025
C: -0.80113 -0.89814 -0.61340
H: -1.18795 -1.56012 -1.33230
H: 2.37990 -0.38214 -1.18344
C: 0.36924 -1.23404 -0.07073
C: -0.88953 1.22602 0.26457
N: 0.29648 1.07692 0.82231
C: 1.19313 -0.33545 0.71289
S: 2.68639 0.15597 -0.08195
H: -1.25583 2.19322 0.40115



4.
The following is a DFT calculation (ωB97M-V/def2-TZVPD) of a structure of composition C4H7N3.

* spin multiplicity: 1
* orbital gap: 9.171 eV
* energy above the lowest of the compared OMol25 structures with the same formula, charge and spin: 590.4 kJ/mol
* net charge: 0
* lowest unoccupied orbital energy: 0.27 eV
* E_HOMO: -8.90 eV

Geometry (Å):
N: -2.21596 -1.02031 1.04919
H: 0.91281 -1.29024 -0.37051
H: 1.22916 1.66976 -1.42105
N: -1.98146 -2.18773 0.45132
H: -2.87221 -0.49714 0.45961
C: -1.05482 -0.90689 -0.45204
N: 0.19937 -0.58668 -0.22217
C: 0.60977 0.66904 0.40317
H: 2.54205 0.80725 -0.59296
C: 1.64013 1.41204 -0.43985
C: -1.65774 -2.12305 -0.85786
H: 1.00437 0.45152 1.40347
H: -0.29896 1.26347 0.53156
H: 1.94349 2.33895 0.05813



5.
The following is a DFT calculation (ωB97M-V/def2-TZVPD) of the molecule C4H7N3.

* spin multiplicity: 1
* orbital gap (spin up / spin down): 8.142 / 8.140 eV
* energy above the lowest of the compared OMol25 structures with the same formula, charge and spin: 613.4 kJ/mol
* net charge: 0
* lowest unoccupied orbital energy (spin up / spin down): 0.61 / 0.61 eV
* E_HOMO (spin up / spin down): -7.53 / -7.53 eV

Geometry (Å):
C: -1.39023 1.06705 -0.42352
H: -0.27228 -3.07571 0.41864
H: 0.18428 -2.12301 -1.08743
N: 0.54281 -1.27175 0.69779
H: -1.81958 1.72765 0.32685
H: -1.40385 1.60526 -1.37202
H: 0.94836 0.93808 1.91561
H: 1.77893 1.80775 0.54123
C: 1.10379 1.01554 0.84163
C: 1.24638 -0.30631 0.01889
N: 0.12400 -2.28846 -0.07847
C: -0.02437 0.68755 -0.02902
N: 0.97627 0.05081 -1.24616
H: -1.99453 0.16554 -0.52402



6.
The following is a DFT calculation (ωB97M-V/def2-TZVPD) of the molecule C4H7N3.

* spin multiplicity: 1
* orbital gap: 8.303 eV
* energy above the lowest of the compared OMol25 structures with the same formula, charge and spin: 305.2 kJ/mol
* net charge: 0
* lowest unoccupied orbital energy: 1.04 eV
* E_HOMO: -7.27 eV

Geometry (Å):
H: -2.70961 0.88008 0.32324
N: 2.38733 -0.51168 0.20681
H: -0.25615 2.24439 -0.01469
N: 0.42812 0.41354 -0.34528
C: 1.81778 0.56813 -0.17897
N: -0.01181 -1.03307 -0.35404
C: -1.76880 0.51050 0.22539
C: -1.44660 -0.86887 -0.07482
H: -2.12227 -1.22982 -0.87619
C: -0.61988 1.15261 -0.04874
H: 3.37475 -0.52340 0.49793
H: 2.21734 1.52522 -0.33729
H: 0.60726 -1.59877 0.22490
H: -1.89747 -1.52884 0.75174



7.
The following is a DFT calculation (ωB97M-V/def2-TZVPD) of the molecule C4H7N3.

* spin multiplicity: 1
* orbital gap: 8.212 eV
* energy above the lowest of the compared OMol25 structures with the same formula, charge and spin: 511.8 kJ/mol
* net charge: 0
* lowest unoccupied orbital energy: 0.26 eV
* E_HOMO: -7.95 eV

Geometry (Å):
H: -0.50096 2.51146 -0.02037
C: -0.80851 1.43435 -0.07517
H: 0.04431 -1.26567 1.23798
C: 0.32602 0.58639 -0.14944
N: 1.58483 1.00606 0.06699
H: 3.12014 0.01805 0.41373
H: 0.42661 -1.41495 -0.78045
H: -1.86860 -1.54929 -0.83599
C: -0.00580 -0.77577 0.06444
N: -1.55795 -0.75901 0.01236
H: -2.90100 0.74092 0.21088
N: 2.30889 -0.20827 -0.32110
H: 1.75766 -0.94367 0.33496
C: -1.92565 0.61940 -0.15883



8.
The following is a DFT calculation (ωB97M-V/def2-TZVPD) of the molecule C4H7N3.

* spin multiplicity: 1
* orbital gap (spin up / spin down): 7.794 / 7.796 eV
* energy above the lowest of the compared OMol25 structures with the same formula, charge and spin: 423.5 kJ/mol
* net charge: 0
* lowest unoccupied orbital energy (spin up / spin down): 1.02 / 1.02 eV
* E_HOMO (spin up / spin down): -6.77 / -6.77 eV

Geometry (Å):
N: 1.17179 0.20636 -0.54425
H: 3.24189 -0.13720 -0.47569
N: -2.24981 0.24293 -0.78663
H: 2.60907 0.87662 0.84034
H: -2.65030 -1.45114 0.32549
C: -1.98941 -0.61527 0.21351
H: -3.23219 0.50700 -0.88045
H: -0.68512 -0.43650 2.03841
C: -0.79613 -0.34776 0.93912
C: 2.39723 0.00497 0.21150
H: 2.31972 -0.88034 0.85238
N: -1.24007 0.94954 -1.25415
C: -0.09540 0.23024 -0.09134
H: 1.21372 0.76072 -1.38249



9.
The following is a DFT calculation (ωB97M-V/def2-TZVPD) of the molecule C4H7N3.

* spin multiplicity: 1
* orbital gap: 10.203 eV
* energy above the lowest of the compared OMol25 structures with the same formula, charge and spin: 90.7 kJ/mol
* net charge: 0
* lowest unoccupied orbital energy: 0.87 eV
* E_HOMO: -9.33 eV

Geometry (Å):
H: -1.17507 -0.02596 -1.55739
N: 0.81334 0.52826 1.12647
H: 1.62756 -0.96518 -1.67582
H: -1.05878 -1.18722 -0.25416
C: -2.06431 0.63573 0.32585
N: 2.48332 -0.39702 0.21538
H: -1.86465 0.55081 1.39601
H: -3.05326 0.21008 0.12892
N: 2.05879 0.21938 1.31868
H: -2.11365 1.70221 0.08704
C: 1.50864 -0.48219 -0.71629
C: -1.00704 -0.11824 -0.47798
C: 0.42831 0.10937 -0.10979
H: 3.41681 -0.78004 0.19309



10.
The following is a DFT calculation (ωB97M-V/def2-TZVPD) of the molecule C4H7N3.

* spin multiplicity: 1
* orbital gap: 7.877 eV
* energy above the lowest of the compared OMol25 structures with the same formula, charge and spin: 402.9 kJ/mol
* net charge: 0
* lowest unoccupied orbital energy: -0.62 eV
* E_HOMO: -8.49 eV

Geometry (Å):
N: -2.45373 0.14021 1.29948
C: 0.61043 0.83277 -0.04877
N: -1.01089 -1.05966 0.24553
H: 1.60416 -0.55408 -1.41513
H: 1.70010 -1.01837 0.29859
C: -1.84273 1.06780 0.50124
H: -1.07556 0.29433 -1.33341
N: -1.95325 -1.08114 1.11272
H: -0.57637 -1.93409 -0.01706
C: 1.70950 -0.16849 -0.39410
H: 0.70929 1.15613 0.99278
H: 0.69545 1.73617 -0.65983
H: 2.69533 0.29912 -0.31527
C: -0.81173 0.28929 -0.26678



11.
The following is a DFT calculation (ωB97M-V/def2-TZVPD) of the molecule C4H7N3.

* spin multiplicity: 1
* orbital gap: 9.176 eV
* energy above the lowest of the compared OMol25 structures with the same formula, charge and spin: 49.0 kJ/mol
* net charge: 0
* lowest unoccupied orbital energy: 1.12 eV
* E_HOMO: -8.06 eV

Geometry (Å):
H: 1.70397 -1.29023 -2.38276
C: 0.57636 0.10652 -1.05279
H: 0.81209 1.07765 -1.44941
H: -1.13847 2.21286 2.07554
C: 0.97431 -1.08181 -1.61144
H: -0.03646 2.35721 0.70648
N: -1.05839 0.53259 0.85315
C: -0.34410 -0.27195 -0.03505
N: 0.30745 -2.05970 -0.96703
H: -1.52078 -0.05671 1.53424
H: 0.19440 -3.01130 -1.26543
C: -0.40010 1.66987 1.47559
N: -0.51782 -1.58727 -0.00905
H: 0.44756 1.40228 2.12796



12.
The following is a DFT calculation (ωB97M-V/def2-TZVPD) of the molecule C4H7N3.

* spin multiplicity: 1
* orbital gap: 8.687 eV
* energy above the lowest of the compared OMol25 structures with the same formula, charge and spin: 241.2 kJ/mol
* net charge: 0
* lowest unoccupied orbital energy: 0.97 eV
* E_HOMO: -7.71 eV

Geometry (Å):
H: -0.12063 -2.04572 1.41000
N: 0.97072 -0.25167 0.91848
C: -0.95040 -0.60160 -0.08614
N: -2.22561 -1.02393 -0.47636
H: 1.56465 2.52244 0.74779
N: 1.81870 1.78446 0.09068
C: -0.35282 0.58187 -0.71334
C: -0.09450 -1.13556 0.83585
H: -0.15987 -0.23295 -1.48671
H: -2.28952 -1.91594 -0.94668
H: 1.78963 -0.38074 1.49326
H: -2.67402 -0.29942 -1.02622
H: 1.88965 2.23058 -0.81695
C: 0.83403 0.76816 0.05633



13.
The following is a DFT calculation (ωB97M-V/def2-TZVPD) of the molecule C4H7N3.

* spin multiplicity: 1
* orbital gap: 8.275 eV
* energy above the lowest of the compared OMol25 structures with the same formula, charge and spin: 5.5 kJ/mol
* net charge: 0
* lowest unoccupied orbital energy: 1.08 eV
* E_HOMO: -7.19 eV

Geometry (Å):
H: 1.26186 2.13980 -0.19365
C: -0.02327 -0.90853 0.12837
H: 2.65734 -1.40808 -0.00540
H: -2.71507 -1.09235 0.67753
N: -0.66631 1.18459 -0.21540
N: -2.50188 -0.29883 0.09135
H: -0.04275 -1.98278 0.26797
H: -3.02460 -0.33513 -0.77093
H: 3.14274 0.16611 0.03590
C: -1.11786 -0.08772 -0.04068
C: 1.13628 -0.07364 0.10061
H: -1.27428 1.97905 -0.31597
C: 0.71354 1.21084 -0.13636
N: 2.45428 -0.49332 0.37666



14.
The following is a DFT calculation (ωB97M-V/def2-TZVPD) of the molecule C4H7N3.

* spin multiplicity: 1
* orbital gap: 5.934 eV
* energy above the lowest of the compared OMol25 structures with the same formula, charge and spin: 462.0 kJ/mol
* net charge: 0
* lowest unoccupied orbital energy: -0.66 eV
* E_HOMO: -6.60 eV

Geometry (Å):
H: -0.42151 -1.54372 1.46062
C: 1.68302 0.12141 -0.37185
C: 0.49283 -1.27646 0.93638
H: 2.00483 1.14284 -0.49906
H: 0.21726 0.78677 0.99932
H: 1.34765 -1.21152 1.62148
C: -0.92878 0.27565 -0.60768
H: -1.75992 0.18531 -2.31004
N: 0.31529 0.08227 0.25880
H: 0.77104 -2.01576 0.17614
N: -0.85950 0.05126 -1.84350
N: -3.09921 1.03217 0.63898
H: 1.52511 -0.40282 -1.31445
C: -2.13606 0.70378 0.08408



15.
The following is a DFT calculation (ωB97M-V/def2-TZVPD) of the molecule C4H7N3.

* spin multiplicity: 1
* orbital gap: 8.591 eV
* energy above the lowest of the compared OMol25 structures with the same formula, charge and spin: 6.1 kJ/mol
* net charge: 0
* lowest unoccupied orbital energy: 1.02 eV
* E_HOMO: -7.58 eV

Geometry (Å):
H: 0.92401 0.45995 2.82161
N: -0.38267 -1.11108 -0.81530
N: 0.02469 0.07146 2.55758
H: -0.84164 -2.18796 0.99893
H: -0.50870 0.62169 -2.95342
H: -0.67309 0.75123 2.84407
H: -0.50430 -1.82993 -1.51041
H: 0.71441 1.78802 0.21268
C: -0.02129 -0.13117 1.14411
N: 0.35585 0.48366 -2.43947
C: 0.34312 0.77728 0.09558
C: 0.11902 0.13052 -1.09495
C: -0.46332 -1.28183 0.55099
H: 0.89034 1.34190 -2.48930



16.
The following is a DFT calculation (ωB97M-V/def2-TZVPD) of the molecule C4H7N3.

* spin multiplicity: 1
* orbital gap: 10.105 eV
* energy above the lowest of the compared OMol25 structures with the same formula, charge and spin: 164.7 kJ/mol
* net charge: 0
* lowest unoccupied orbital energy: 0.86 eV
* E_HOMO: -9.24 eV

Geometry (Å):
C: -1.10590 -0.89159 -0.28567
C: -0.21297 1.04412 0.90151
H: -0.31112 -2.21071 -1.71513
N: 0.68971 -2.15142 0.05602
H: 1.62838 0.57619 -0.17221
N: 0.64569 -1.28312 1.00894
H: 1.25167 2.31148 -0.16615
H: -1.97836 -0.47560 -0.76488
H: -1.15792 1.55170 0.67142
H: 0.15845 1.38375 1.86808
C: -0.41426 -0.43608 0.80015
H: 0.35426 1.18793 -1.22109
C: 0.81674 1.31344 -0.22896
N: -0.36437 -1.92010 -0.75202



17.
The following is a DFT calculation (ωB97M-V/def2-TZVPD) of the molecule C4H7N3.

* spin multiplicity: 1
* orbital gap: 9.309 eV
* energy above the lowest of the compared OMol25 structures with the same formula, charge and spin: 145.2 kJ/mol
* net charge: 0
* lowest unoccupied orbital energy: 0.65 eV
* E_HOMO: -8.65 eV

Geometry (Å):
H: -0.71219 1.45715 -0.60313
H: -1.17311 -0.64424 2.36913
N: 0.67920 0.85153 -2.06110
H: -1.13299 1.47083 2.29849
H: -0.20175 -2.04307 1.71250
C: -0.22778 -0.28824 0.51750
H: 1.61001 -1.02242 -2.22341
C: -0.63990 1.19569 0.45246
H: 1.09588 1.11500 -2.94734
N: -1.14427 1.88393 1.36386
N: 0.56958 -0.84102 -0.48334
C: 0.97103 -0.31026 -1.67097
C: -0.56195 -1.03650 1.57494
H: 0.86822 -1.78838 -0.29958



18.
The following is a DFT calculation (ωB97M-V/def2-TZVPD) of a structure of composition C4H7N3.

* spin multiplicity: 1
* orbital gap: 8.956 eV
* energy above the lowest of the compared OMol25 structures with the same formula, charge and spin: 504.5 kJ/mol
* net charge: 0
* lowest unoccupied orbital energy: 0.12 eV
* E_HOMO: -8.84 eV

Geometry (Å):
C: 0.62903 -0.29259 0.50910
N: -1.88896 -1.18124 -0.14602
H: 0.60033 -0.94788 -1.55295
C: 1.11305 -1.16315 -0.61623
N: -1.24074 -0.28197 0.45091
H: -0.08814 2.82807 -0.27147
H: 0.93586 -2.21401 -0.37855
H: 2.08589 -0.43982 1.72358
C: -0.68703 0.85663 0.04288
N: 1.16154 -0.02871 1.61142
C: -0.86363 2.16008 0.07455
H: -1.80478 2.58566 0.40150
H: -2.13791 -0.87414 -1.10341
H: 2.18549 -1.00693 -0.74531